1.
{"formula": "C30H38N3O4PbSSbSe4", "method": "ωB97M-V/def2-TZVPD", "symbols": ["Pb", "Se", "Sb", "Se", "Se", "Se", "C", "C", "C", "C", "C", "C", "C", "C", "N", "C", "C", "C", "C", "N", "C", "C", "C", "C", "C", "C", "C", "C", "H", "H", "H", "H", "H", "H", "H", "H", "H", "H", "H", "H", "H", "H", "H", "H", "H", "H", "H", "H", "H", "H", "H", "H", "C", "C", "C", "C", "C", "C", "C", "S", "O", "O", "O", "H", "H", "H", "H", "H", "H", "H", "C", "N", "C", "C", "O", "H", "H", "H", "H", "H", "H", "H"], "coordinates": [[-0.2306, 0.5388, 1.7141], [-0.9912, -1.5357, 5.0101], [-2.2532, 0.5282, 5.1687], [-0.9428, 2.2001, 3.8105], [-2.3180, -1.6938, 2.8119], [-4.1073, -0.3074, 3.3020], [3.7077, 2.3807, 1.8702], [3.9597, 1.0859, 1.1439], [5.0932, 0.3205, 1.3842], [5.3118, -0.8653, 0.6932], [4.3944, -1.2873, -0.2575], [3.2447, -0.5464, -0.5291], [2.2331, -1.0118, -1.5466], [3.0494, 0.6272, 0.1919], [1.8206, 1.3438, 0.0537], [1.5917, 2.1201, -0.9191], [2.5864, 2.4542, -1.9963], [0.2063, 2.7773, -1.0076], [-0.0527, 3.6913, -2.1732], [-0.6387, 2.4940, -0.1124], [-1.9577, 3.0649, -0.1098], [-2.1734, 4.2411, 0.6085], [-1.0379, 4.9794, 1.2696], [-3.4768, 4.7150, 0.6953], [-4.5239, 4.0439, 0.0803], [-4.2709, 2.8922, -0.6482], [-2.9800, 2.3835, -0.7609], [-2.6898, 1.1592, -1.5924], [4.4919, 2.5710, 2.6021], [2.7487, 2.3551, 2.3956], [3.6813, 3.2257, 1.1764], [5.8103, 0.6623, 2.1223], [6.1944, -1.4588, 0.8972], [4.5631, -2.2084, -0.8045], [2.4762, -2.0172, -1.8883], [2.2209, -0.3601, -2.4251], [1.2177, -1.0300, -1.1369], [3.5341, 1.9589, -1.8048], [2.7511, 3.5327, -2.0355], [2.2198, 2.1476, -2.9782], [0.0868, 3.1575, -3.1157], [0.6476, 4.5295, -2.1683], [-1.0664, 4.0803, -2.1353], [-0.1675, 5.0663, 0.6154], [-0.7173, 4.4610, 2.1754], [-1.3514, 5.9849, 1.5491], [-3.6666, 5.6214, 1.2590], [-5.5353, 4.4210, 0.1668], [-5.0829, 2.3702, -1.1416], [-3.6181, 0.6680, -1.8817], [-2.0716, 0.4270, -1.0633], [-2.1569, 1.4259, -2.5108], [-3.6641, -4.6569, -5.2310], [-3.1931, -4.2235, -3.8654], [-1.9215, -4.5613, -3.4077], [-1.4777, -4.1558, -2.1598], [-2.3244, -3.4012, -1.3552], [-3.6003, -3.0583, -1.7833], [-4.0240, -3.4788, -3.0339], [-1.6717, -2.7374, 0.1324], [-2.9255, -2.3684, 0.9075], [-0.8765, -3.7362, 0.8043], [-0.9664, -1.5156, -0.2324], [-2.8239, -4.8065, -5.9088], [-4.3313, -3.9154, -5.6706], [-4.2132, -5.5996, -5.1734], [-1.2666, -5.1476, -4.0428], [-0.4890, -4.4195, -1.8057], [-4.2459, -2.4748, -1.1409], [-5.0201, -3.2168, -3.3736], [3.2989, -3.0139, 4.1173], [2.4640, -2.0795, 3.3692], [1.5648, -2.5983, 2.3424], [2.4687, -0.7866, 3.6856], [1.7677, 0.0795, 3.1619], [2.8714, -4.0098, 4.0265], [3.3134, -2.7516, 5.1742], [4.3215, -3.0356, 3.7372], [2.0251, -3.4630, 1.8675], [1.3971, -1.8439, 1.5778], [0.6062, -2.8860, 2.7712], [3.1723, -0.5227, 4.4849]], "energy_ev": -328395.878, "e_above_lowest_kcal_mol": 19.9, "total_charge": 0, "homo_ev": -6.827, "homo_lumo_gap_ev": 6.32, "molar_mass_g_mol": 1181.5}

2.
{"formula": "C30H39AuN12OSi", "method": "ωB97M-V/def2-TZVPD", "symbols": ["Au", "C", "N", "C", "N", "C", "N", "C", "C", "C", "C", "C", "C", "C", "N", "N", "C", "O", "C", "C", "C", "C", "C", "C", "N", "C", "N", "C", "N", "C", "H", "H", "H", "H", "H", "H", "H", "H", "H", "H", "H", "H", "H", "H", "H", "H", "C", "N", "C", "N", "C", "N", "C", "N", "C", "C", "H", "H", "H", "H", "H", "H", "H", "H", "H", "H", "H", "H", "C", "Si", "C", "C", "C", "H", "H", "H", "H", "H", "H", "H", "H", "H", "H", "H"], "coordinates": [[0.0134, 0.0391, 0.0727], [5.5956, -1.4410, 0.0342], [4.3649, -0.6711, 0.0277], [3.1426, -0.9833, -0.4028], [2.2720, -0.0828, 0.0360], [3.0386, 0.7667, 0.7552], [4.2972, 0.4394, 0.7590], [5.7129, -1.9829, 1.4441], [5.3946, -3.2976, 1.7653], [5.2547, -3.6734, 3.0943], [5.3313, -2.7299, 4.1030], [5.6675, -1.4166, 3.7823], [5.9155, -1.0614, 2.4601], [5.4828, -0.3076, 4.7047], [6.1626, 0.7947, 4.8418], [5.4409, 1.6344, 5.5502], [4.3100, 1.0538, 5.8432], [4.3034, -0.2091, 5.3497], [3.0734, 1.6272, 6.3177], [2.9318, 2.9818, 6.6244], [1.6605, 3.5026, 6.7780], [0.5360, 2.7136, 6.5749], [0.6805, 1.3591, 6.3036], [-0.4835, 0.4650, 5.9376], [-0.2466, -0.0314, 4.6011], [-0.6661, 0.4594, 3.4345], [-0.0631, -0.1813, 2.4460], [0.7331, -1.0729, 3.0740], [0.6427, -0.9987, 4.3731], [1.9478, 0.8134, 6.2185], [6.4258, -0.7679, -0.1877], [5.5444, -2.2286, -0.7166], [2.9107, -1.8284, -1.0168], [2.6611, 1.6151, 1.2832], [5.2319, -4.0208, 0.9811], [5.0148, -4.6969, 3.3360], [5.1242, -3.0014, 5.1257], [6.1744, -0.0400, 2.2284], [3.8016, 3.6133, 6.7024], [1.5371, 4.5463, 7.0125], [-0.4456, 3.1579, 6.6119], [-1.4263, 1.0123, 5.9595], [-0.5333, -0.3948, 6.6094], [-1.3884, 1.2432, 3.3415], [1.3638, -1.7684, 2.5605], [2.0686, -0.2358, 5.9913], [1.0142, 3.1355, -1.0210], [1.0045, 4.5812, -1.0161], [-0.2265, 5.0781, -1.6160], [-1.3535, 4.5786, -0.8410], [-1.3564, 3.1310, -0.8451], [-0.1173, 2.6012, -0.2378], [-0.0373, 3.1484, 1.1269], [-0.0292, 4.5930, 1.1320], [1.1088, 5.0694, 0.3517], [-1.2566, 5.0898, 0.5174], [1.9564, 2.7898, -0.5893], [0.9405, 2.7690, -2.0485], [-0.3054, 4.7312, -2.6480], [-0.2262, 6.1700, -1.6013], [-1.4294, 2.7752, -1.8764], [-2.2181, 2.7687, -0.2779], [0.8705, 2.7884, 1.6161], [-0.9009, 2.7937, 1.6919], [2.0351, 4.7013, 0.8013], [1.1189, 6.1610, 0.3562], [-1.2268, 6.1813, 0.4947], [-2.1210, 4.7653, 1.1016], [-1.4581, -3.3300, 1.1561], [-2.2411, -2.3664, -0.3148], [-4.1053, -2.7874, -0.3193], [-1.3852, -3.0878, -1.8719], [-2.0127, -0.4822, -0.1791], [-1.7311, -4.3758, 1.0867], [-1.8299, -2.9490, 2.0984], [-0.3780, -3.2587, 1.1649], [-4.2279, -3.8652, -0.4013], [-4.6221, -2.3275, -1.1555], [-4.5962, -2.4641, 0.5934], [-1.4836, -4.1695, -1.8739], [-0.3263, -2.8538, -1.9264], [-1.8625, -2.7080, -2.7702], [-2.5703, -0.0661, 0.6538], [-2.3341, 0.0369, -1.0758]], "energy_ev": -63224.058, "e_above_lowest_kcal_mol": 48.4, "total_charge": 2, "homo_ev": [-12.774, -12.774], "homo_lumo_gap_ev": [3.14, 3.12], "molar_mass_g_mol": 808.8}